{
  "formula": "C4H11N2",
  "method": "ωB97M-V/def2-TZVPD",
  "e_lumo_ha": -0.1328,
  "total_charge": 1,
  "de_lowest_kcal_mol": 40.9,
  "symbols": ["C", "C", "H", "H", "H", "H", "C", "N", "C", "N", "H", "H", "H", "H", "H", "H", "H"],
  "xyz": [[0.951, 0.871, -2.144], [-0.256, 1.296, -1.686], [1.080, 0.336, -3.077], [1.854, 1.158, -1.579], [-1.179, 1.240, -2.289], [-0.347, 1.905, -0.789], [-0.660, 0.339, 2.344], [0.309, -1.718, -0.493], [-0.074, -1.343, 0.714], [0.134, -0.129, 1.181], [-0.166, 1.271, 2.696], [-0.518, -0.463, 3.093], [-1.753, 0.456, 2.155], [0.639, -1.123, -1.268], [0.067, -2.671, -0.728], [-0.747, -1.928, 1.327], [0.667, 0.502, 0.542]]
}